A) DFT (ωB97M-V/def2-TZVPD) results for C2H3ClFN in the gas phase.

XYZ file:
```
8
C2H3ClFN (ωB97M-V/def2-TZVPD)
H -0.22 0.50 2.69
H -0.19 0.32 -1.24
H -1.14 -0.98 -0.60
C -0.21 -0.55 -0.76
C 0.37 -0.15 0.96
F 0.73 -1.42 -1.22
Cl 2.03 -0.46 1.06
N -0.48 0.31 1.73
```

Computed properties:
SMILES   [H]/N=C(\Cl)CF
LUMO level   0.89 eV
Total charge   0

B) DFT (ωB97M-V/def2-TZVPD) results for 2 unconnected molecules or ions with the total composition C2H3ClFN.

XYZ file:
```
8
C2H3ClFN (ωB97M-V/def2-TZVPD)
H -2.19 -0.17 -0.93
N 0.77 3.16 0.85
H -2.28 1.69 -1.26
C 1.57 2.39 1.10
Cl 2.76 1.41 1.72
F -0.31 1.07 -0.51
H -2.05 1.42 0.70
C -1.75 0.97 -0.53
```

Computed properties:
SMILES   N#CCl.CF
LUMO level   0.52 eV
Total charge   0

Winner for stability: A)